DFT (ωB97M-V/def2-TZVPD) results for a molecular structure, C24H31F5Ge2N2O4Ti.

```
69
Properties=species:S:1:pos:R:3:forces:R:3:mulliken_charge:R:1
Ti 0.443824 -1.761712 0.424779 -0.3 -0.4 0.1 0.116
C 3.679905 -1.443591 -1.838005 0.0 0.0 0.0 -1.473
C 3.617396 -1.440297 -0.355954 0.0 0.1 0.0 -0.257
N 2.521749 -1.423983 0.396493 0.0 -0.1 0.0 0.700
C 2.936729 -1.466755 1.720895 0.2 0.0 0.1 -0.255
C 4.297419 -1.494449 1.761586 -0.2 0.1 0.1 0.267
N 4.688983 -1.471690 0.448876 0.1 0.0 0.0 -0.015
C 5.359362 -1.538046 2.819612 -0.1 0.0 -0.3 0.528
O 4.971598 -1.550218 4.072373 -0.3 0.0 0.2 -0.511
O 6.504222 -1.556066 2.454312 0.0 0.0 0.1 -0.569
C 1.907601 -1.531178 2.788364 0.5 0.0 0.2 0.864
O 2.192626 -1.497231 3.961927 -0.1 0.0 -0.2 -0.777
O 0.687938 -1.649917 2.295957 0.0 -0.1 -0.1 -0.467
H 2.685482 -1.581743 -2.255365 0.0 0.0 0.0 0.131
H 4.311934 -2.261708 -2.182452 0.0 0.0 0.0 0.456
H 4.097832 -0.507995 -2.211707 0.0 0.0 0.0 0.443
H 5.666195 -1.497669 0.183035 0.0 0.0 0.0 0.300
H 3.985139 -1.537604 4.178736 0.3 0.0 -0.1 0.409
C -3.862891 -1.928663 1.693668 0.0 0.0 0.0 -1.524
C -2.377879 -2.097485 1.324305 0.1 0.1 -0.1 -0.384
Ge -2.072258 -0.985630 -0.307333 -0.2 0.2 -0.1 0.318
C -2.408127 -1.965904 -1.996028 0.0 0.2 0.1 -0.315
C -3.743617 -1.491997 -2.580827 0.1 0.0 0.0 -1.405
C -2.907973 0.755558 -0.262462 -0.1 -0.2 0.0 0.039
C -2.008789 1.745329 -0.190547 0.3 0.0 0.0 -0.650
Ge -0.194447 0.950723 -0.208749 0.0 0.3 -0.2 0.468
C 0.931062 1.495776 1.344518 -0.1 -0.1 -0.2 -0.298
C 1.119178 3.015673 1.398227 0.0 -0.1 0.0 -1.340
C 0.777164 0.985796 -1.941150 -0.1 0.1 0.2 0.095
C 0.702920 2.293659 -2.732025 0.0 -0.1 0.0 -1.520
C -2.337312 3.178932 -0.078477 0.0 0.1 0.0 0.189
C -1.479804 4.153402 -0.589657 0.0 -0.1 0.0 0.462
C -1.806294 5.496910 -0.514589 0.0 0.0 0.0 -0.944
C -2.991393 5.887686 0.092582 0.0 0.0 0.0 -0.463
C -3.844295 4.930778 0.624052 0.0 0.0 0.0 -0.747
C -3.521174 3.586385 0.540290 0.0 0.0 0.0 -0.655
H -4.098517 -2.536056 2.567189 0.0 0.0 0.0 0.401
H -4.517287 -2.249763 0.881807 0.0 0.0 0.0 0.374
H -4.096254 -0.891050 1.931162 0.0 0.0 0.0 0.377
H -2.168502 -3.144980 1.103418 0.0 0.0 0.0 0.372
H -1.756907 -1.791194 2.167811 0.0 0.0 0.0 0.524
H -2.417503 -3.031597 -1.779435 0.0 0.0 0.0 0.413
H -1.593781 -1.790028 -2.700047 0.0 0.0 0.0 0.390
H -4.571689 -1.666988 -1.891904 0.0 0.0 0.0 0.319
H -3.961229 -2.034504 -3.500842 0.0 0.0 0.0 0.415
H -3.721340 -0.427591 -2.815667 0.0 0.0 0.0 0.363
H -3.978341 0.933406 -0.314955 0.0 0.0 0.0 0.658
H 1.901571 1.004969 1.255477 0.0 0.0 0.0 0.205
H 0.458884 1.137023 2.259974 0.0 0.0 0.0 0.448
H 1.574481 3.402720 0.484686 0.0 0.0 0.0 0.284
H 1.779055 3.272424 2.227954 0.0 0.0 0.0 0.442
H 0.173912 3.530654 1.551748 0.0 0.0 0.0 0.348
H 0.374027 0.164223 -2.540303 0.0 0.0 0.0 0.363
H 1.817535 0.735410 -1.717310 0.0 0.0 0.0 0.068
H -0.330554 2.576036 -2.935873 0.0 0.0 0.0 0.409
H 1.212334 2.187556 -3.690264 0.0 0.0 0.0 0.452
H 1.181517 3.114209 -2.195691 0.0 0.0 0.0 0.320
H -0.553565 3.849364 -1.063775 0.0 0.1 0.0 0.324
H -1.135211 6.238784 -0.926606 0.0 0.0 0.0 0.420
H -3.244061 6.937288 0.159939 0.0 0.0 0.0 0.405
H -4.760480 5.233953 1.112982 0.0 0.0 0.0 0.409
H -4.178471 2.846926 0.978341 0.0 0.0 0.0 0.453
F -0.666141 -4.196194 -0.500966 0.1 0.0 -0.1 -0.281
C 0.542459 -3.585723 -0.789180 0.0 0.2 0.3 0.525
F 0.569747 -3.358686 -2.142718 0.0 0.0 0.1 -0.328
C 1.640382 -4.600622 -0.454418 0.1 0.0 -0.1 0.656
F 2.802324 -4.196076 -1.003689 -0.1 -0.1 0.1 -0.243
F 1.377752 -5.826500 -0.881468 0.0 0.1 0.1 -0.241
F 1.813856 -4.632448 0.883383 -0.1 0.0 -0.1 -0.262
```
Forces are in eV/Å.

Computed properties:
Spin multiplicity   2
LUMO energy (spin up / spin down)   -4.34 / -4.30 eV
Max |F|   0.54 eV/A
HOMO level (spin up / spin down)   -11.52 / -11.51 eV
Net charge   +1
Energy   -6846.074503 hartree
Frontier orbital gap (spin up / spin down)   0.2636 / 0.2652 Ha


DFT (ωB97M-V/def2-TZVPD) results for a molecular structure, C24H31GdI2N6O3S2 at a distorted geometry.

```
69
Properties=species:S:1:pos:R:3:forces:R:3:mulliken_charge:R:1
Gd -0.135264 0.881749 -0.178080 0.9 -1.1 3.3 0.123
I 2.456273 0.635138 -2.778189 0.4 -0.3 -0.3 0.121
C 2.023540 -1.405429 -2.329827 -0.2 0.4 0.3 -0.952
I 1.818832 -1.525632 -0.169147 0.6 -0.7 -0.6 0.401
H 2.835474 -2.037068 -2.666998 0.0 0.0 0.1 0.531
H 1.072049 -1.651470 -2.783320 0.0 0.0 0.0 0.363
N -3.286545 1.511676 1.502440 0.0 0.0 -0.2 0.112
C -2.852357 0.265344 1.919276 0.1 -0.2 0.1 0.273
C -3.702728 -0.417839 2.796817 0.0 0.0 0.0 -0.849
C -3.400260 -1.701359 3.179935 0.1 0.1 -0.1 -0.384
C -2.242327 -2.286253 2.675581 -0.1 0.0 0.1 -1.059
C -1.446286 -1.541445 1.845010 0.1 -0.1 0.0 0.199
N -1.712030 -0.273922 1.461178 -0.3 0.3 -0.2 0.321
C -2.636192 2.573932 0.919771 0.1 0.2 0.3 0.696
C -3.423974 3.545446 0.287251 0.0 0.1 0.0 -0.585
C -2.811514 4.636399 -0.275534 0.0 -0.1 0.1 -0.639
C -1.430932 4.787008 -0.132471 0.1 0.1 0.1 -0.581
C -0.736765 3.810014 0.528444 -0.1 0.4 0.1 -0.247
N -1.303277 2.680069 1.018984 -0.1 -0.1 -0.2 -0.318
H -4.278597 1.647367 1.595481 -0.1 0.0 0.0 0.259
H -4.589380 0.079746 3.166773 0.0 0.0 0.0 0.438
H -4.048787 -2.237703 3.858960 0.0 0.0 0.0 0.448
H -1.968138 -3.298956 2.931544 0.1 0.0 0.0 0.477
H -0.534813 -1.973844 1.463682 0.0 0.0 0.0 0.174
H -4.495076 3.407892 0.222753 0.0 0.0 0.0 0.397
H -3.389607 5.374688 -0.814697 0.0 0.0 0.0 0.480
H -0.923295 5.658559 -0.519050 0.0 0.0 0.0 0.478
H 0.324153 3.928089 0.714156 0.0 -0.1 -0.1 0.410
C -4.012527 4.045385 -6.957405 0.0 0.0 -0.1 -1.420
C -3.331935 3.314440 -5.840628 0.0 0.0 0.0 0.858
C -1.971333 3.521633 -5.594378 0.0 -0.1 0.0 -0.891
C -1.329257 2.872025 -4.558919 0.2 -0.1 -0.1 -0.365
C -2.061925 1.991085 -3.771453 0.2 0.0 0.3 0.214
C -3.413225 1.761130 -3.989839 -0.1 -0.2 0.1 -0.486
C -4.036461 2.421606 -5.031937 0.0 0.0 0.0 -0.895
S -1.316976 1.312967 -2.351633 -1.3 -0.1 -1.7 2.172
O -0.307728 2.285136 -1.827607 -0.1 0.9 -1.0 -0.382
O -0.589000 0.032723 -2.457091 -0.3 0.1 -0.5 -0.592
O -2.299775 1.112769 -1.278287 -0.5 0.1 -0.3 -0.543
H -3.641702 5.066483 -7.034766 0.0 0.0 0.0 0.385
H -5.092154 4.067409 -6.826215 0.0 0.0 0.0 0.377
H -3.802109 3.551321 -7.908784 0.0 0.0 0.0 0.314
H -1.413999 4.207804 -6.218760 0.0 0.0 0.0 0.418
H -0.280621 3.046012 -4.355632 0.0 0.0 0.0 0.445
H -3.962026 1.082099 -3.349866 0.0 0.0 0.0 0.495
H -5.088501 2.245992 -5.215076 0.0 0.0 0.0 0.387
N 3.315326 2.120349 0.540695 0.0 0.2 0.1 -0.007
C 2.187783 1.919688 0.444387 0.2 0.0 0.1 0.079
H 4.305699 2.275636 0.584828 0.0 0.0 0.1 0.309
C 3.627780 -4.772211 2.490101 -0.1 0.1 0.0 -1.314
C 2.344472 -4.105244 2.972083 0.2 -0.1 -0.1 -0.118
N 2.608502 -3.193235 4.078786 0.1 -0.1 0.1 -0.020
C 2.477350 -1.870934 4.093911 -0.2 0.3 -0.3 0.138
S 1.794214 -0.949522 2.806907 0.0 0.0 0.4 -0.334
N 2.888427 -1.192052 5.168256 0.1 0.0 0.2 -0.138
C 3.305302 -1.753128 6.452370 -0.2 -0.1 0.1 -0.664
C 2.121459 -2.080234 7.358367 0.1 0.0 0.0 -0.908
H 3.422829 -5.369139 1.601612 0.0 0.0 0.0 0.351
H 4.039802 -5.436261 3.250389 0.0 0.0 0.0 0.423
H 4.371934 -4.016560 2.236344 0.0 0.0 0.0 0.326
H 1.627681 -4.856035 3.307923 0.0 0.0 0.0 0.278
H 1.891908 -3.533190 2.171110 -0.1 0.1 0.0 0.007
H 3.096930 -3.611440 4.856654 -0.1 0.0 0.1 0.171
H 2.671331 -0.209470 5.148451 0.0 0.0 -0.1 0.219
H 3.953235 -1.020865 6.929373 0.1 0.0 -0.1 0.380
H 3.911406 -2.643510 6.282278 0.1 0.1 0.0 0.318
H 1.570352 -1.174372 7.610322 0.0 0.0 0.0 0.303
H 2.478574 -2.526381 8.286222 0.0 0.0 0.0 0.359
H 1.437767 -2.779538 6.876024 0.0 0.0 0.0 0.269
```
Forces are in eV/Å.

Computed properties:
Spin multiplicity   8
LUMO energy (spin up / spin down)   -7.65 / -5.05 eV
Max |F|   3.59 eV/A
HOMO level (spin up / spin down)   -13.13 / -13.13 eV
Net charge   +2
Energy   -3644.388435 hartree
Frontier orbital gap (spin up / spin down)   0.2014 / 0.2970 Ha


DFT (ωB97M-V/def2-TZVPD) results for a molecular structure, C24H31IN5O3Ti at a distorted geometry.

```
65
Properties=species:S:1:pos:R:3:forces:R:3:mulliken_charge:R:1
Ti 0.050318 0.513855 0.408243 -3.0 0.9 2.6 -0.374
C 3.460629 2.987412 -1.314785 0.0 0.0 0.0 -1.306
C 3.317748 1.588631 -1.839218 0.1 0.0 -0.1 0.526
N 4.078635 1.183215 -2.835162 0.0 -0.3 -0.1 -0.645
C 3.956886 -0.081064 -3.302486 0.1 0.4 0.1 -1.000
C 3.060815 -0.995467 -2.807493 0.0 -0.1 -0.1 0.426
C 2.979888 -2.386874 -3.394400 0.1 0.0 0.3 -0.823
O 3.150856 -3.413949 -2.415554 0.0 0.1 -0.2 -0.542
C 2.217550 -0.564490 -1.762090 -0.3 -0.5 -0.1 -0.286
C 1.286242 -1.503712 -1.162292 0.7 -0.2 -0.4 -0.463
N 0.298695 -1.275986 -0.373584 -0.5 -1.2 0.1 0.906
C -0.323861 -2.440467 0.257090 0.1 0.2 -0.3 0.978
C -0.119283 -3.699226 -0.309509 0.1 0.1 -0.2 -1.180
C -0.309557 -4.852416 0.418914 -0.1 -0.1 0.1 -0.753
C -0.677265 -4.732810 1.750636 0.0 -0.1 0.0 -1.044
C -1.045573 -3.493071 2.240862 -0.1 -0.1 0.1 -1.015
C -0.987531 -2.319645 1.485173 0.0 0.2 0.1 0.415
I 1.538856 -0.130525 2.624142 -0.2 0.1 -0.5 -0.030
C 2.362781 0.719398 -1.273025 -0.2 0.2 0.3 0.335
O 1.600316 1.119517 -0.266147 2.2 0.6 -1.1 0.268
H 4.338040 3.450059 -1.758929 0.0 0.0 0.0 0.413
H 2.591150 3.600880 -1.578696 0.0 0.0 0.0 0.256
H 3.563878 2.990524 -0.227237 0.0 0.0 0.0 0.369
H 4.621263 -0.358008 -4.116912 0.0 0.1 0.1 0.370
H 1.997691 -2.558124 -3.829875 -0.1 0.0 0.0 0.331
H 3.703567 -2.478765 -4.201479 0.1 0.0 -0.1 0.420
H 4.058950 -3.404335 -2.093483 0.0 0.0 0.0 0.320
H 1.530695 -2.536992 -1.361218 0.1 0.0 -0.1 1.209
H 0.204653 -3.791304 -1.340095 0.0 0.0 0.1 0.623
H -0.135020 -5.818179 -0.038870 0.0 0.1 0.0 0.441
H -0.724983 -5.603042 2.394760 0.0 0.1 -0.1 0.430
H -1.397597 -3.432094 3.257387 0.0 -0.1 0.0 0.732
O 0.193383 3.001472 0.651950 0.0 -0.3 0.3 -0.500
C 0.465200 3.552681 1.979425 -0.2 -0.1 -0.3 -0.439
C -0.836084 3.576338 2.771192 -0.1 -0.1 0.0 -0.631
C -1.943150 2.704215 2.164729 0.1 -0.3 0.0 -1.549
C -1.967880 1.249936 2.595412 0.7 0.1 -1.5 0.290
C -2.489304 0.953722 3.766692 -0.6 -0.8 1.3 -0.297
C -2.762422 -0.435250 4.125181 -0.2 0.9 0.6 -1.128
C -2.550015 -1.395223 3.256395 0.2 -0.4 -0.7 -1.252
C -1.917573 -1.144126 1.909138 0.0 0.1 -0.1 0.644
N -1.486584 0.270329 1.686000 0.7 0.5 -0.3 1.123
H 0.998201 3.113996 0.137129 0.2 -0.1 0.0 0.143
H 0.858970 4.557344 1.855559 0.0 0.1 -0.1 0.456
H 1.218291 2.939155 2.460014 0.1 -0.2 0.0 0.205
H -1.201394 4.599703 2.841443 0.0 0.0 0.0 0.434
H -0.625565 3.236441 3.783188 -0.1 0.1 0.1 0.356
H -1.898606 2.754712 1.082644 -0.1 0.1 -0.2 0.223
H -2.900485 3.134547 2.443097 -0.1 0.0 0.1 0.670
H -2.810382 1.762137 4.410992 -0.1 -0.1 0.0 0.485
H -3.250472 -0.663902 5.064660 0.0 0.1 0.0 0.382
H -2.947710 -2.382119 3.438344 0.1 0.0 0.0 0.743
H -2.718784 -1.315834 1.172007 -0.1 0.1 0.1 -0.018
N -2.674196 -0.059093 -0.909767 0.1 0.1 -0.3 -0.301
C -2.675019 0.321077 -2.322663 0.1 -0.2 0.1 -0.792
C -1.794860 1.528877 -2.571834 0.1 0.0 0.4 -0.837
N -0.463908 1.314245 -1.961694 -0.3 -0.3 0.3 -0.202
H -3.226125 -0.892771 -0.756469 0.0 -0.1 -0.2 0.246
H -3.088667 0.657522 -0.326231 0.0 0.1 0.0 0.134
H -3.659358 0.521280 -2.748304 -0.1 0.0 0.0 0.439
H -2.257456 -0.528391 -2.871594 0.0 0.0 -0.1 0.394
H -2.209931 2.432855 -2.128193 -0.1 0.0 0.0 0.410
H -1.733768 1.679620 -3.648462 0.1 0.1 -0.1 0.399
H 0.133345 2.117276 -2.111740 0.0 0.2 0.0 0.252
H -0.027121 0.554283 -2.472908 0.2 -0.1 0.0 0.213
```
Forces are in eV/Å.

Computed properties:
LUMO energy (spin up / spin down)   -4.55 / -4.57 eV
Max |F|   4.12 eV/A
HOMO level (spin up / spin down)   -9.97 / -9.90 eV
Net charge   +1
Energy   -2579.623339 hartree
Frontier orbital gap (spin up / spin down)   0.1993 / 0.1957 Ha


DFT (ωB97M-V/def2-TZVPD) results for a molecular structure, C24H31MnN2OS4.

```
63
Properties=species:S:1:pos:R:3:forces:R:3:mulliken_charge:R:1
Mn 0.471504 -0.249089 -0.018400 0.3 0.9 -0.2 -0.077
C -1.663923 -0.532301 2.686558 0.0 0.1 0.0 -0.900
C -0.791298 0.675110 3.017757 0.0 0.0 0.0 -0.046
S -0.546712 1.892511 1.703415 0.1 -0.1 0.0 -0.061
C -2.236606 2.245405 1.156565 0.0 0.0 0.0 -0.706
C -2.424957 2.220903 -0.370441 0.0 0.0 0.0 -0.939
S -1.437239 1.081965 -1.372688 0.2 -0.5 0.1 0.007
C -2.383467 -0.482100 -1.308851 -0.1 -0.1 0.0 -0.774
C -2.757923 -0.939268 0.097355 0.0 -0.1 0.0 -0.777
S -1.290974 -1.364590 1.110854 -0.1 -0.1 -0.1 -0.095
H -2.724645 -0.284969 2.670340 0.0 0.0 0.0 0.510
H -1.532699 -1.278446 3.469992 0.0 0.0 0.0 0.504
H 0.231339 0.344793 3.208085 0.0 0.0 0.0 -0.365
H -1.175210 1.156754 3.918454 0.0 0.0 0.0 0.648
H -2.514710 3.238083 1.510814 0.0 0.0 0.0 0.551
H -2.910627 1.543360 1.641468 0.0 0.0 0.0 0.284
H -2.161760 3.192906 -0.787964 0.0 0.0 0.0 0.504
H -3.477106 2.057814 -0.611185 0.0 0.0 0.0 0.506
H -0.669479 -1.080316 -2.388779 0.0 0.0 0.2 -0.028
H -3.312021 -0.387746 -1.878266 0.0 0.1 0.0 0.890
H -3.380668 -1.829619 0.004627 0.0 0.0 0.0 0.577
H -3.342404 -0.177147 0.607559 0.0 0.0 0.0 0.385
C 2.962706 0.043513 4.714048 0.0 0.0 0.0 -1.777
C 3.649769 -0.312154 3.389007 0.0 0.0 0.0 2.249
C 4.342464 -1.674883 3.522443 0.0 0.0 0.0 -1.586
C 4.692212 0.761686 3.050672 0.0 0.0 0.0 -1.602
C 2.643294 -0.380279 2.314760 0.0 0.0 0.0 -0.193
C 1.829568 -0.414686 1.410270 -0.2 -0.2 0.0 -0.550
H 3.697160 0.090375 5.521711 0.0 0.0 0.0 0.456
H 2.213893 -0.707622 4.972689 0.0 0.0 0.0 0.329
H 2.469229 1.014923 4.642694 0.0 0.0 0.0 0.320
H 5.100406 -1.637097 4.308873 0.0 0.0 0.0 0.402
H 4.826696 -1.951189 2.585123 0.0 0.0 0.0 0.346
H 3.618892 -2.452095 3.771399 0.0 0.0 0.0 0.384
H 5.443695 0.822946 3.842075 0.0 0.0 0.0 0.411
H 4.217476 1.737671 2.942707 0.0 0.0 0.0 0.376
H 5.193973 0.525504 2.111657 0.0 0.0 0.0 0.346
C 3.775737 -3.520362 -2.640078 0.0 0.0 0.0 -0.385
C 2.587628 -3.249866 -3.299261 0.0 0.0 0.0 -0.872
C 1.865722 -2.104002 -2.987135 0.0 0.0 0.0 0.162
C 2.313699 -1.218151 -2.010308 0.0 0.0 0.0 -1.153
C 3.516988 -1.495669 -1.358901 0.0 0.0 0.0 0.208
C 4.238520 -2.634796 -1.672609 0.0 0.0 0.0 -0.812
N 1.540721 -0.074984 -1.656193 -0.1 -0.1 0.2 0.883
C 1.976895 1.152063 -2.154205 -0.1 -0.2 -0.1 0.065
C 1.684345 2.339787 -1.469624 0.0 0.0 0.0 -0.412
C 2.043060 3.575139 -1.988253 0.0 0.0 0.0 -0.725
C 2.723056 3.667862 -3.193151 0.0 0.0 0.0 -0.605
C 3.050998 2.495500 -3.864233 0.0 0.0 0.0 -0.627
C 2.689207 1.258775 -3.359719 0.0 0.0 0.0 -0.292
H 4.339473 -4.413530 -2.876599 0.0 0.0 0.0 0.388
H 2.221167 -3.926323 -4.061456 0.0 0.0 0.0 0.405
H 0.957487 -1.869972 -3.534246 0.0 0.0 0.0 0.452
H 3.852624 -0.813795 -0.588360 0.0 0.0 0.0 0.487
H 5.166563 -2.840653 -1.153416 0.0 0.0 0.0 0.376
H 1.222742 2.283974 -0.490722 0.0 0.0 0.0 0.508
H 1.810114 4.472306 -1.426407 0.0 0.0 0.0 0.412
H 3.012067 4.631035 -3.592215 0.0 0.0 0.0 0.378
H 3.597263 2.544689 -4.798597 0.0 0.0 0.0 0.374
H 2.952870 0.358690 -3.900341 0.0 0.0 0.0 0.415
O -3.671119 -2.634398 -2.713484 0.0 0.0 0.1 -0.496
S -2.239678 -2.546053 -3.071972 0.1 0.1 0.2 0.365
N -1.517277 -1.472579 -1.961659 -0.1 0.0 -0.3 -0.008
```
Forces are in eV/Å.

Computed properties:
Spin multiplicity   5
LUMO energy (spin up / spin down)   0.09 / -0.89 eV
Max |F|   0.98 eV/A
HOMO level (spin up / spin down)   -7.02 / -6.89 eV
Energy   -3861.497166 hartree
Frontier orbital gap (spin up / spin down)   0.2614 / 0.2205 Ha